ORCA calculation (the ωB97M-V functional and the def2-TZVPD basis) on a cluster of 3 separate species, C3H11NO4 in total in a non-equilibrium geometry.

Summary:
* SMILES string: C[C@@H](N)C(=O)O.O.O
* calculated total energy: -12969.401 eV
* E_LUMO: 0.48 eV
* HOMO level: -9.21 eV

Structure (ORCA input):
```
! wB97M-V def2-TZVPD RIJCOSX def2/J DEFGRID3
* xyz 0 1
O -1.09 -2.14 0.41
C -0.74 -1.10 -0.05
O -0.51 -0.89 -1.38
C -0.55 0.22 0.73
C 0.91 0.59 0.53
N -1.51 1.16 0.25
H -0.95 -1.58 -1.90
H -0.65 0.02 1.80
H 1.53 -0.18 0.05
H 0.89 1.53 -0.08
H 1.39 0.93 1.47
H -1.74 1.93 0.87
H -1.39 1.48 -0.71
H 0.60 -1.68 1.91
H 2.05 -2.11 2.42
O 1.49 -1.39 2.11
H 0.83 1.37 -2.69
H -0.42 0.46 -2.87
O -0.11 1.39 -2.89
*
```

---

ORCA calculation (the ωB97M-V functional and the def2-TZVPD basis) on a cluster of 3 separate species, C3H11NO4 in total in a non-equilibrium geometry.

Summary:
* SMILES string: N[C@H](C=O)CO.O.O
* calculated total energy: -12968.065 eV
* E_LUMO: 0.38 eV
* HOMO level: -9.55 eV

Structure (ORCA input):
```
! wB97M-V def2-TZVPD RIJCOSX def2/J DEFGRID3
* xyz 0 1
O 2.70 0.56 0.00
C 1.69 -0.06 0.22
C 0.45 0.59 0.83
C -0.33 -0.45 1.68
O -1.06 -1.22 0.70
N -0.30 1.07 -0.32
H 1.51 -0.97 -0.35
H 0.78 1.52 1.38
H 0.27 -1.21 2.22
H -0.99 0.16 2.33
H -1.99 -1.37 0.83
H -0.96 1.81 -0.05
H -0.92 0.39 -0.73
H 1.35 3.34 -3.16
H 2.64 3.03 -2.45
O 2.27 3.64 -3.09
H -1.63 -3.20 -0.15
H -3.13 -3.91 -0.18
O -2.33 -3.70 0.29
*
```

---

ORCA calculation (the ωB97M-V functional and the def2-TZVPD basis) on a cluster of 4 separate species, C3H11NO4 in total in a non-equilibrium geometry.

Summary:
* calculated total energy: -12952.755 eV
* E_LUMO (spin up / spin down): -9.29 / -9.30 eV
* <S²>: 0.757
* HOMO level (spin up / spin down): -13.05 / -13.05 eV

Structure (ORCA input):
```
! wB97M-V def2-TZVPD RIJCOSX def2/J DEFGRID3
* xyz 1 2
O 0.83 0.21 -1.04
C 0.63 -0.65 -0.09
C 1.06 -0.49 1.20
N 1.75 0.68 1.52
C 0.99 1.64 2.46
O -0.10 2.14 1.87
H -0.02 -1.50 -0.28
H -2.29 -0.24 1.02
H 0.43 -0.61 2.07
H 2.00 1.17 0.66
H 1.76 2.40 2.66
H 0.66 1.01 3.30
H -2.22 -0.44 0.32
H 0.02 0.30 -1.63
H -1.86 0.35 -3.17
O -1.45 0.01 -2.33
H -0.29 -2.27 -3.45
H -1.21 -1.42 -2.57
O -0.69 -2.28 -2.55
*
```

---

ORCA calculation (the ωB97M-V functional and the def2-TZVPD basis) on a cluster of 3 separate species, C3H11NOS in total in a non-equilibrium geometry.

Summary:
* calculated total energy: -17660.223 eV
* E_LUMO (spin up / spin down): 3.25 / 3.24 eV
* <S²>: 0.756
* HOMO level (spin up / spin down): -0.71 / -2.69 eV

Structure (ORCA input):
```
! wB97M-V def2-TZVPD RIJCOSX def2/J DEFGRID3
* xyz -1 2
C 0.35 0.45 1.02
C -0.73 -0.16 0.11
C -2.04 0.57 0.26
S -3.53 -0.34 -0.42
N 1.63 -0.27 0.90
H 0.56 1.45 0.64
H 0.04 0.55 2.07
H -0.89 -1.19 0.44
H -0.30 -0.14 -0.88
H -2.25 0.76 1.32
H -2.06 1.52 -0.28
H -2.18 -1.49 -1.43
H 2.40 0.25 1.28
H 1.66 -1.25 1.12
H 2.71 -0.30 -2.82
H 2.52 -0.03 -1.26
O 2.12 -0.38 -2.07
*
```

---

ORCA calculation (the ωB97M-V functional and the def2-TZVPD basis) on a cluster of 2 separate species, C3H11NOS in total in a non-equilibrium geometry.

Summary:
* SMILES string: CSC.NCO
* calculated total energy: -17660.402 eV
* E_LUMO: 0.67 eV
* HOMO level: -8.61 eV

Structure (ORCA input):
```
! wB97M-V def2-TZVPD RIJCOSX def2/J DEFGRID3
* xyz 0 1
C -0.73 -2.32 1.72
S -1.36 -1.61 0.21
C -1.06 -2.93 -1.00
H 0.10 -1.66 2.16
H -0.34 -3.41 1.45
H -1.58 -2.44 2.37
H -0.82 -3.92 -0.64
H -1.87 -2.84 -1.68
H -0.13 -2.64 -1.80
N 2.52 2.67 0.17
C 1.23 3.25 -0.18
O 0.55 2.70 -1.28
H 2.97 3.28 0.88
H 2.54 1.69 0.33
H 0.62 3.25 0.68
H 1.48 4.30 -0.36
H 0.14 1.78 -0.99
*
```

---

ORCA calculation (the ωB97M-V functional and the def2-TZVPD basis) on a cluster of 2 separate species, C3H11NOS in total in a non-equilibrium geometry.

Summary:
* SMILES string: CSCCN.O
* calculated total energy: -17661.602 eV
* E_LUMO: 0.92 eV
* HOMO level: -8.73 eV

Structure (ORCA input):
```
! wB97M-V def2-TZVPD RIJCOSX def2/J DEFGRID3
* xyz 0 1
S 1.65 1.63 1.05
N 0.57 -0.20 -1.05
C 1.61 1.95 2.78
C 0.02 0.78 1.09
C -0.47 0.48 -0.32
H 1.17 0.48 -1.53
H 1.12 -0.58 -0.27
H 0.59 2.10 3.17
H 2.20 2.85 2.99
H 2.07 1.10 3.32
H -0.77 1.39 1.57
H 0.12 -0.16 1.66
H -0.76 1.38 -0.89
H -1.35 -0.18 -0.26
O -2.81 -4.27 -4.76
H -2.44 -3.60 -4.15
H -2.52 -5.14 -4.40
*
```

---

ORCA calculation (the ωB97M-V functional and the def2-TZVPD basis) on a cluster of 2 separate species, C3H11NOS2 in total in a non-equilibrium geometry.

Summary:
* SMILES string: CSSCCN.O
* calculated total energy: -28496.531 eV
* E_LUMO: 0.70 eV
* HOMO level: -8.69 eV

Structure (ORCA input):
```
! wB97M-V def2-TZVPD RIJCOSX def2/J DEFGRID3
* xyz 0 1
N -2.21 -1.72 -1.20
C -1.74 -0.30 -1.15
C -0.18 -0.29 -1.01
S 0.14 -1.11 0.63
S 1.09 0.16 1.81
C 2.81 -0.50 1.98
H -2.62 -2.05 -2.01
H -1.47 -2.46 -0.99
H -1.97 0.27 -2.03
H -2.24 0.24 -0.23
H 0.35 -0.87 -1.75
H 0.20 0.69 -1.06
H 2.82 -1.41 1.39
H 3.43 0.32 1.79
H 3.00 -0.68 3.04
H -0.16 2.86 -0.36
H -0.72 3.21 1.00
O -0.53 3.64 0.15
*
```

---

ORCA calculation (the ωB97M-V functional and the def2-TZVPD basis) on a cluster of 2 separate species, C3H11NOS2 in total in a non-equilibrium geometry.

Summary:
* calculated total energy: -28488.165 eV
* E_LUMO (spin up / spin down): -4.51 / -8.69 eV
* <S²>: 0.755
* HOMO level (spin up / spin down): -13.28 / -12.79 eV

Structure (ORCA input):
```
! wB97M-V def2-TZVPD RIJCOSX def2/J DEFGRID3
* xyz 1 2
S 2.44 -0.25 2.52
S 2.99 -0.50 0.59
C 1.86 0.51 -0.34
C 0.65 -0.34 -0.82
C -0.28 0.26 -1.96
N -1.63 0.46 -1.56
H 1.25 -0.82 2.46
H 1.50 1.25 0.38
H 2.40 1.12 -1.06
H 0.95 -1.37 -1.02
H -0.02 -0.36 0.05
H 0.08 1.25 -2.24
H -0.19 -0.42 -2.79
H -1.88 1.18 -0.89
H -2.09 -0.40 -1.25
H -2.35 -1.19 2.49
H -3.09 0.07 2.38
O -2.60 -0.45 3.07
*
```

---

ORCA calculation (the ωB97M-V functional and the def2-TZVPD basis) on a cluster of 2 separate species, C3H11NP2 in total in a non-equilibrium geometry.

Summary:
* calculated total energy: -23353.277 eV
* E_LUMO: 0.58 eV
* HOMO level: -8.60 eV

Structure (ORCA input):
```
! wB97M-V def2-TZVPD RIJCOSX def2/J DEFGRID3
* xyz 0 1
C 1.22 -1.75 -0.55
C 0.65 2.14 0.48
C -1.42 -0.69 -0.36
N 0.56 -0.60 0.14
P -2.44 -0.34 1.17
P 1.38 0.80 -0.63
H 0.86 -2.61 0.02
H 0.92 -1.80 -1.58
H 2.32 -1.82 -0.55
H -0.38 2.44 0.23
H 1.26 3.07 0.51
H 0.86 1.68 1.47
H -1.69 0.03 -1.11
H -1.49 -1.69 -0.80
H -1.91 0.95 1.33
H -1.26 -0.84 1.88
H 0.56 1.03 -1.64
*
```

---

ORCA calculation (the ωB97M-V functional and the def2-TZVPD basis) on a cluster of 2 separate species, C3H11NS in total in a non-equilibrium geometry.

Summary:
* calculated total energy: -15611.827 eV
* E_LUMO (spin up / spin down): 3.21 / 3.20 eV
* <S²>: 0.750
* HOMO level (spin up / spin down): 1.21 / -5.20 eV

Structure (ORCA input):
```
! wB97M-V def2-TZVPD RIJCOSX def2/J DEFGRID3
* xyz -1 2
C -2.96 -4.40 0.29
S -4.52 -4.70 -0.72
H -2.75 -3.32 0.11
H -3.42 -4.32 1.27
H -2.20 -4.93 -0.27
C 1.66 3.06 1.22
N 2.73 2.77 0.28
C 2.23 2.07 -0.90
H 1.99 3.28 2.23
H 0.83 3.67 0.86
H 1.19 2.09 1.35
H 3.24 3.59 -0.01
H -4.13 -4.52 -2.00
H 1.93 2.71 -1.74
H 1.25 1.63 -0.70
H 2.93 1.31 -1.24
*
```

---

ORCA calculation (the ωB97M-V functional and the def2-TZVPD basis) on a cluster of 2 separate species, C3H11NS in total in a non-equilibrium geometry.

Summary:
* SMILES string: CNC.CS
* calculated total energy: -15613.952 eV
* E_LUMO: 0.84 eV
* HOMO level: -8.43 eV

Structure (ORCA input):
```
! wB97M-V def2-TZVPD RIJCOSX def2/J DEFGRID3
* xyz 0 1
C -2.55 -0.96 -0.74
S -2.95 -1.33 0.98
H -2.82 -1.80 -1.38
H -3.14 -0.11 -1.05
H -1.50 -0.74 -0.86
C 0.82 1.74 0.40
N 1.02 0.43 -0.18
C 2.34 -0.12 -0.02
H 0.90 1.73 1.49
H 1.59 2.39 0.00
H -0.16 2.10 0.13
H -1.99 -2.23 1.23
H 0.30 -0.27 -0.10
H 2.55 -0.89 -0.76
H 2.54 -0.60 0.96
H 3.07 0.68 -0.11
*
```

---

ORCA calculation (the ωB97M-V functional and the def2-TZVPD basis) on a cluster of 2 separate species, C3H11NS in total in a non-equilibrium geometry.

Summary:
* SMILES string: CCCN.S
* calculated total energy: -15613.145 eV
* E_LUMO: 0.29 eV
* HOMO level: -9.14 eV

Structure (ORCA input):
```
! wB97M-V def2-TZVPD RIJCOSX def2/J DEFGRID3
* xyz 0 1
S -0.92 1.37 1.47
H -1.24 2.49 0.80
C 1.00 -0.90 -0.21
C 0.09 -0.59 -1.41
C -0.92 -1.70 -1.67
N 1.80 0.25 0.21
H 0.31 -1.12 0.64
H 1.59 -1.78 -0.46
H 0.67 -0.34 -2.31
H -0.44 0.31 -1.09
H -0.41 -2.63 -1.95
H -1.52 -1.98 -0.78
H -1.67 -1.40 -2.40
H 2.52 -0.05 0.86
H 1.19 0.92 0.72
H 0.43 2.00 0.92
*
```

---

ORCA calculation (the ωB97M-V functional and the def2-TZVPD basis) on a cluster of 2 separate species, C3H11NS2 in total.

Summary:
* SMILES string: CNC.CSS
* calculated total energy: -26449.426 eV
* E_LUMO: 0.79 eV
* HOMO level: -8.65 eV

Structure (ORCA input):
```
! wB97M-V def2-TZVPD RIJCOSX def2/J DEFGRID3
* xyz 0 1
C -2.61 1.21 0.41
S -1.65 2.69 0.73
S -0.17 2.59 -0.66
H -2.69 1.03 -0.66
H -2.18 0.34 0.91
H -3.59 1.32 0.88
H 0.70 1.64 -0.27
C 1.48 -0.73 -1.28
N 0.72 -0.57 -0.04
C 1.19 -1.45 1.03
H 1.42 0.18 -1.87
H 1.14 -1.52 -1.95
H 2.51 -0.94 -1.02
H -0.25 -0.84 -0.23
H 0.61 -1.26 1.93
H 1.17 -2.51 0.78
H 2.21 -1.17 1.29
*
```

---

ORCA calculation (the ωB97M-V functional and the def2-TZVPD basis) on a cluster of 2 separate species, C3H11O in total in a non-equilibrium geometry.

Summary:
* calculated total energy: -5332.699 eV
* E_LUMO (spin up / spin down): 1.09 / 0.36 eV
* <S²>: 0.751
* HOMO level (spin up / spin down): -4.86 / -11.63 eV

Structure (ORCA input):
```
! wB97M-V def2-TZVPD RIJCOSX def2/J DEFGRID3
* xyz 0 2
O 2.43 -0.37 -0.12
H 2.08 0.59 -0.05
H 1.66 -0.78 -0.64
H 2.66 -0.80 0.84
C -0.92 -1.09 -0.47
C -1.16 0.42 -0.35
C -0.42 1.11 0.82
H -0.07 -1.28 -1.12
H -1.72 -1.70 -0.89
H -0.73 -1.55 0.50
H -2.21 0.69 -0.40
H -0.78 0.80 -1.31
H -1.02 1.98 1.06
H -0.32 0.48 1.70
H 0.52 1.50 0.44
*
```

---

ORCA calculation (the ωB97M-V functional and the def2-TZVPD basis) on a cluster of 2 separate species, C3H11O in total in a non-equilibrium geometry.

Summary:
* calculated total energy: -5313.262 eV
* E_LUMO (spin up / spin down): -8.71 / -14.91 eV
* <S²>: 0.753
* HOMO level (spin up / spin down): -22.18 / -22.37 eV

Structure (ORCA input):
```
! wB97M-V def2-TZVPD RIJCOSX def2/J DEFGRID3
* xyz 2 2
O 2.44 -0.54 0.27
H 2.36 -0.54 1.26
H 2.99 -1.33 0.05
H 1.56 -0.56 -0.18
C -0.48 -0.23 -1.22
C -1.38 0.53 -0.30
C -1.18 0.47 1.18
H 0.34 0.42 -1.61
H -1.08 -0.47 -2.12
H -0.04 -1.15 -0.81
H -2.47 0.11 -0.40
H -1.53 1.53 -0.77
H -1.86 1.18 1.64
H -1.24 -0.53 1.61
H -0.15 0.85 1.38
*
```

---

ORCA calculation (the ωB97M-V functional and the def2-TZVPD basis) on a cluster of 4 separate species, C3H11O2S in total in a non-equilibrium geometry.

Summary:
* calculated total energy: -18215.736 eV
* E_LUMO: 1.88 eV
* HOMO level: -4.24 eV

Structure (ORCA input):
```
! wB97M-V def2-TZVPD RIJCOSX def2/J DEFGRID3
* xyz -1 1
C 0.65 1.27 0.80
C 0.51 0.16 -0.23
C 1.79 -0.25 -0.93
S 2.84 -1.21 0.19
H 1.48 1.03 1.48
H 0.90 2.30 0.36
H -0.22 1.34 1.39
H -0.35 0.32 -0.90
H 0.25 -0.76 0.38
H 1.58 -0.92 -1.86
H 2.34 0.69 -1.32
H 0.11 -1.45 0.83
H -2.77 -0.03 1.65
O -2.08 0.23 1.07
H -2.10 -1.59 -1.28
H -2.38 -0.35 -0.37
O -2.55 -0.79 -1.28
*
```

---

ORCA calculation (the ωB97M-V functional and the def2-TZVPD basis) on a cluster of 3 separate species, C3H11O3S in total in a non-equilibrium geometry.

Summary:
* calculated total energy: -20267.540 eV
* E_LUMO: 3.27 eV
* HOMO level: -4.20 eV

Structure (ORCA input):
```
! wB97M-V def2-TZVPD RIJCOSX def2/J DEFGRID3
* xyz -1 1
C 0.27 0.01 0.78
O -0.26 1.03 0.08
C 0.86 -1.23 -0.15
C 0.11 -1.23 -1.45
S 1.24 -1.23 -2.87
H -0.40 -0.57 1.45
H 1.05 0.31 1.52
H 1.94 -1.16 -0.16
H 0.65 -2.09 0.50
H -0.59 -0.39 -1.41
H -0.52 -2.12 -1.63
H 1.84 -0.07 -2.75
H -2.23 0.49 0.79
H -2.79 -0.60 1.75
O -3.01 -0.02 1.02
H 1.31 3.20 1.13
H 0.13 2.35 0.56
O 0.39 3.33 0.84
*
```

---

ORCA calculation (the ωB97M-V functional and the def2-TZVPD basis) on a cluster of 3 separate species, C3H11O3S2 in total in a non-equilibrium geometry.

Summary:
* calculated total energy: -31104.225 eV
* E_LUMO: 3.51 eV
* HOMO level: -2.90 eV

Structure (ORCA input):
```
! wB97M-V def2-TZVPD RIJCOSX def2/J DEFGRID3
* xyz -1 1
C 0.75 0.38 1.37
C 1.03 0.75 -0.10
O 2.14 0.05 -0.63
C -0.12 -0.88 1.41
S -1.92 -0.75 0.99
S -2.17 -0.63 -1.01
H 0.27 1.19 1.91
H 1.69 0.05 1.82
H 0.15 0.51 -0.69
H 1.29 1.81 -0.11
H -0.12 -1.34 2.40
H 0.23 -1.54 0.61
H -0.18 -1.34 -2.27
H 0.00 -2.61 -1.54
H 1.81 -0.72 -1.11
O 0.53 -1.90 -1.92
H -1.81 2.53 0.36
H -1.70 1.79 -0.91
O -1.91 2.64 -0.58
*
```

---

ORCA calculation (the ωB97M-V functional and the def2-TZVPD basis) on a cluster of 2 separate species, C3H12BCl4N2P2S in total.

Summary:
* calculated total energy: -86467.689 eV
* E_LUMO: 2.71 eV
* HOMO level: -4.84 eV

Structure (ORCA input):
```
! wB97M-V def2-TZVPD RIJCOSX def2/J DEFGRID3
* xyz -1 1
C 4.02 -0.22 0.53
N 2.59 -0.04 0.66
C 1.81 -1.15 0.08
B 0.25 -0.82 -0.21
Cl -0.05 -0.35 -2.01
P -0.86 -2.39 0.22
N -1.07 -3.55 -0.83
P -0.38 0.72 0.83
S -2.28 1.28 0.82
H 4.37 -1.24 0.78
H 4.33 -0.01 -0.50
H 4.55 0.48 1.18
H 2.37 0.03 1.65
H 2.28 -1.39 -0.89
H 1.93 -2.06 0.69
H -2.07 -1.94 0.81
H -0.26 -2.83 1.44
H -0.67 -3.28 -1.73
H 0.49 1.77 0.50
H 0.06 0.50 2.16
C -4.18 3.24 -1.22
Cl -4.35 3.83 -2.89
Cl -4.15 4.59 -0.10
Cl -5.47 2.11 -0.83
H -3.24 2.70 -1.13
*
```

---

ORCA calculation (the ωB97M-V functional and the def2-TZVPD basis) on a cluster of 4 separate species, C3H12BrN6O3 in total in a non-equilibrium geometry.

Summary:
* calculated total energy: -88436.066 eV
* E_LUMO: 3.43 eV
* HOMO level: -3.64 eV

Structure (ORCA input):
```
! wB97M-V def2-TZVPD RIJCOSX def2/J DEFGRID3
* xyz -1 1
Br -26.37 -0.31 -7.75
C -29.24 0.15 -4.90
O -28.71 -0.91 -5.07
N -29.89 0.46 -3.71
N -29.16 1.17 -5.82
H -29.73 -0.24 -3.02
H -30.03 1.42 -3.45
H -29.47 2.08 -5.53
H -28.56 1.04 -6.63
C -24.97 -3.68 -8.86
O -25.79 -3.62 -7.97
N -24.22 -4.79 -9.18
N -24.77 -2.57 -9.66
H -24.25 -5.56 -8.54
H -23.53 -4.72 -9.90
H -24.12 -2.60 -10.42
H -25.23 -1.72 -9.32
C -29.63 -3.23 -8.56
O -29.28 -3.32 -7.41
N -30.39 -4.20 -9.20
N -29.37 -2.14 -9.38
H -30.49 -4.20 -10.20
H -30.86 -4.90 -8.67
H -28.67 -1.46 -9.10
H -29.50 -2.21 -10.37
*
```